The following is a DFT calculation (ωB97M-V/def2-TZVPD) of a gas-phase ion, C4H9N2O (charge +1).

Geometry as XYZ:
```
16
Properties=species:S:1:pos:R:3:forces:R:3
C 1.586750 0.884454 -0.950103 -1.75 -2.77 2.22
C 0.718402 -0.357617 0.031990 1.90 3.99 -2.06
O 1.576844 -0.930691 0.871225 0.31 -0.46 0.45
N -0.061026 -1.145389 -0.782122 0.03 -1.07 -0.53
C -1.297637 -0.981445 -0.652146 0.04 0.38 0.47
C -1.701221 0.033816 0.400195 -0.59 -0.26 -0.27
N -0.404592 0.497104 0.922307 0.47 -0.13 0.01
H 0.892451 1.675918 -1.183282 -0.15 0.24 -0.13
H 1.911928 0.358670 -1.837010 0.04 -0.06 -0.08
H 2.416171 1.197382 -0.332217 0.12 0.15 0.06
H 1.453536 -1.889067 0.950041 -0.11 0.04 -0.08
H -2.009784 -1.521261 -1.247910 -0.28 -0.14 -0.16
H -2.272248 0.841304 -0.057673 0.08 0.09 0.15
H -2.318005 -0.437180 1.166458 0.06 0.14 0.05
H -0.249429 1.497281 0.792624 -0.05 -0.17 0.03
H -0.242145 0.276727 1.907617 -0.11 0.02 -0.13
```
Forces are in eV/Å.

Its molar mass is 101.13 g/mol. As for the net charge: +1. For the orbital gap, the calculation gives 11.703 eV. The calculation puts the HOMO energy at -15.164 eV. The value obtained for the energy relative to the best compared isomer or geometry (same formula, charge and spin) is 198.31 kJ/mol. Its energy is -9313.960 eV.